No. 1
{"formula": "C4H8N2", "method": "ωB97M-V with the def2-TZVPD basis set", "species": ["C", "C", "C", "C", "N", "N", "H", "H", "H", "H", "H", "H", "H", "H"], "xyz": [[2.514, -0.377, -0.212], [0.147, -0.105, 0.483], [3.283, 0.479, -1.045], [-1.244, -0.005, 0.964], [1.276, -0.063, 0.144], [-3.081, -0.083, 0.017], [2.853, -1.307, 0.013], [4.133, 0.027, -1.689], [2.831, 1.379, -1.439], [-1.437, 0.981, 1.339], [-3.514, -0.921, -0.264], [-1.442, -0.871, 1.717], [-2.686, 0.478, -0.765], [-3.632, 0.388, 0.737]], "atomic_forces_ev_per_a": [[2.67, 3.98, -2.95], [0.54, 0.49, -1.18], [-1.44, -2.92, -0.60], [-0.34, -2.52, 1.50], [-3.99, -0.28, 1.19], [4.25, 2.13, 0.56], [0.71, -2.67, 0.89], [-1.03, 0.91, 1.82], [0.25, 0.44, 0.39], [-0.22, 0.44, 0.14], [-0.27, -1.76, -0.52], [0.28, 1.64, -1.33], [-1.49, -0.22, 0.50], [0.08, 0.34, -0.41]], "de_lowest_kcal_mol": 63.36, "homo_ev": [-18.854, -18.857], "total_charge": 2, "lumo_energy_ev": [-11.759, -11.758]}



No. 2
{"formula": "C39H26BrF12N4O4Tc", "method": "ωB97M-V with the def2-TZVPD basis set", "species": ["Tc", "O", "C", "C", "C", "C", "C", "C", "C", "N", "N", "C", "O", "C", "C", "C", "C", "C", "C", "H", "H", "H", "H", "H", "H", "H", "H", "H", "H", "C", "C", "C", "C", "C", "N", "C", "C", "C", "C", "C", "C", "C", "C", "O", "C", "F", "F", "F", "C", "F", "F", "F", "C", "C", "C", "O", "C", "F", "F", "F", "C", "F", "F", "F", "H", "H", "H", "H", "H", "H", "H", "H", "H", "H", "H", "H", "Br", "C", "C", "C", "N", "C", "C", "H", "H", "H", "H"], "xyz": [[0.959, -0.002, -0.239], [2.805, -0.033, -1.166], [3.854, -0.761, -1.080], [4.492, -1.205, -2.271], [5.601, -2.008, -2.226], [6.189, -2.357, -1.002], [5.649, -1.888, 0.173], [4.490, -1.097, 0.169], [4.048, -0.473, 1.358], [3.006, 0.267, 1.420], [2.555, 0.985, 2.351], [1.365, 1.524, 2.233], [0.744, 1.319, 1.112], [0.731, 2.251, 3.305], [-0.607, 2.640, 3.143], [-1.283, 3.227, 4.189], [-0.632, 3.431, 5.399], [0.697, 3.059, 5.566], [1.384, 2.470, 4.524], [4.045, -0.922, -3.209], [6.042, -2.365, -3.144], [7.084, -2.958, -0.985], [6.127, -2.107, 1.115], [4.649, -0.610, 2.258], [-1.100, 2.437, 2.203], [-2.318, 3.512, 4.071], [-1.171, 3.878, 6.219], [1.180, 3.215, 6.518], [2.411, 2.162, 4.642], [-3.243, 1.386, -5.291], [-2.662, 1.044, -3.968], [-2.891, 1.817, -2.835], [-2.383, 1.453, -1.604], [-1.606, 0.299, -1.459], [-1.060, -0.093, -0.227], [-1.855, -0.506, 0.779], [-3.260, -0.271, 0.736], [-4.116, -0.687, 1.716], [-3.641, -1.415, 2.814], [-4.517, -1.868, 3.910], [-2.280, -1.749, 2.824], [-1.381, -1.311, 1.871], [0.043, -1.839, 2.008], [1.022, -1.283, 1.259], [0.529, -1.687, 3.499], [0.100, -2.636, 4.320], [0.109, -0.516, 4.004], [1.856, -1.672, 3.552], [0.097, -3.379, 1.663], [1.090, -3.971, 2.313], [-1.024, -4.028, 1.943], [0.341, -3.504, 0.364], [-1.289, -0.431, -2.622], [-1.846, -0.081, -3.837], [-0.330, -1.607, -2.478], [0.705, -1.283, -1.651], [-1.193, -2.841, -2.033], [-2.236, -2.968, -2.855], [-1.717, -2.654, -0.814], [-0.527, -3.977, -2.031], [0.330, -2.055, -3.828], [1.371, -2.837, -3.585], [-0.485, -2.694, -4.655], [0.802, -0.989, -4.498], [-3.723, 2.360, -5.276], [-3.992, 0.639, -5.559], [-2.477, 1.369, -6.065], [-3.487, 2.714, -2.913], [-2.562, 2.085, -0.749], [-3.664, 0.248, -0.117], [-5.171, -0.473, 1.639], [-5.490, -1.386, 3.886], [-4.044, -1.709, 4.880], [-4.665, -2.949, 3.827], [-1.956, -2.381, 3.635], [-1.665, -0.683, -4.712], [0.247, 5.340, -4.456], [0.508, 3.898, -3.283], [0.249, 4.035, -1.920], [0.402, 2.936, -1.106], [0.823, 1.745, -1.544], [1.102, 1.627, -2.845], [0.945, 2.658, -3.747], [-0.065, 4.981, -1.506], [0.193, 3.013, -0.049], [1.476, 0.673, -3.177], [1.169, 2.497, -4.789]], "atomic_forces_ev_per_a": [[0.45, -1.99, 0.94], [-0.60, 0.99, -0.07], [0.95, -0.88, -0.03], [-0.32, -0.31, 0.10], [-0.26, 0.36, -0.14], [-0.08, 0.12, 0.77], [0.49, -0.27, -0.39], [-0.68, 0.72, -0.21], [1.18, -0.37, 0.21], [-2.26, -0.95, -1.63], [1.22, 1.51, 1.83], [0.54, -1.13, -0.19], [-0.80, 1.13, -0.46], [-0.47, 0.30, 0.32], [0.39, -0.20, -0.06], [-0.04, 0.04, 0.05], [0.05, 0.00, -0.01], [-0.20, 0.03, 0.04], [-0.03, -0.10, -0.32], [-0.08, 0.02, -0.16], [0.03, 0.03, -0.09], [0.03, -0.11, 0.02], [0.04, -0.05, 0.12], [-0.15, -0.01, 0.12], [-0.08, 0.04, -0.02], [-0.05, 0.06, 0.02], [-0.04, 0.08, 0.14], [0.07, 0.03, 0.02], [0.10, -0.01, 0.00], [-0.15, 0.01, -0.16], [0.22, -0.11, 0.31], [0.06, -0.08, -0.04], [-0.06, -0.23, 0.21], [-0.61, 0.52, -1.08], [-0.16, -0.66, 1.08], [0.49, 0.50, -0.50], [-1.00, -0.02, -0.04], [0.04, 0.41, -0.54], [0.28, 0.01, -0.06], [-0.18, 0.03, 0.04], [0.40, 0.16, -0.34], [0.31, -0.41, 0.99], [0.02, -0.43, 0.36], [0.45, 0.87, -1.30], [0.40, 0.42, 0.25], [-0.30, -0.36, 0.07], [-0.16, 0.21, -0.08], [0.00, -0.11, -0.06], [0.24, -0.10, -0.29], [0.22, 0.00, 0.12], [-0.38, -0.12, 0.15], [0.08, -0.12, -0.06], [0.37, -0.19, 0.04], [-0.24, 0.22, 0.33], [-0.99, -0.60, -0.58], [0.64, 0.52, 0.32], [-0.17, -0.07, -0.16], [-0.13, 0.02, -0.14], [-0.10, 0.14, 0.37], [0.24, -0.10, -0.01], [0.57, 0.16, -0.25], [0.04, -0.15, 0.20], [-0.27, -0.08, -0.01], [0.05, 0.34, 0.02], [-0.02, 0.07, -0.07], [-0.05, 0.00, -0.08], [-0.01, 0.04, -0.06], [-0.04, 0.14, 0.00], [-0.03, 0.07, 0.17], [-0.09, -0.03, -0.01], [-0.10, 0.07, -0.05], [-0.03, 0.00, 0.02], [0.04, 0.03, 0.02], [-0.01, -0.09, -0.04], [0.18, -0.02, -0.02], [0.08, -0.10, -0.08], [0.08, -0.25, 0.18], [-0.03, -0.20, 0.08], [0.06, 0.02, -0.37], [-0.03, 0.37, 0.26], [0.25, -0.07, 0.18], [0.24, -0.09, -0.29], [-0.12, 0.38, 0.07], [-0.05, 0.02, 0.04], [-0.01, 0.03, -0.05], [0.02, -0.04, 0.05], [0.03, -0.01, -0.07]], "homo_ev": [-13.137, -13.138], "total_charge": 2, "lumo_energy_ev": [-9.498, -9.492]}



No. 3
{"formula": "C9H15IN3S", "method": "ωB97M-V with the def2-TZVPD basis set", "species": ["C", "C", "C", "C", "C", "C", "C", "C", "C", "N", "N", "N", "S", "I", "H", "H", "H", "H", "H", "H", "H", "H", "H", "H", "H", "H", "H", "H", "H"], "xyz": [[-2.240, -2.770, 0.368], [-1.445, -1.560, 0.230], [-0.170, -1.966, -0.177], [0.757, -0.855, -0.477], [-1.443, -0.138, 0.254], [1.230, -0.909, -1.897], [-0.283, 2.744, 0.714], [1.996, 1.837, -0.013], [0.572, 1.468, 0.564], [-1.456, -3.769, 0.057], [-0.276, -3.298, -0.298], [-0.086, 0.342, -0.207], [-1.503, 0.116, 2.755], [-3.230, 0.881, -0.375], [-3.158, -2.868, 0.769], [1.629, -0.698, 0.195], [0.433, -1.173, -2.633], [2.032, -1.804, -1.866], [2.005, -0.051, -2.173], [-0.567, 3.065, -0.250], [-1.316, 2.697, 1.123], [0.395, 3.564, 1.260], [2.484, 2.758, 0.521], [2.038, 2.034, -1.061], [2.798, 1.144, 0.293], [0.592, 0.901, 1.547], [0.333, -3.923, -0.638], [-0.366, 0.846, -1.063], [-1.755, 1.381, 2.479]], "atomic_forces_ev_per_a": [[4.21, 2.11, -1.01], [1.12, -0.77, -0.94], [-2.33, -0.26, 0.68], [1.37, 0.07, 0.01], [-1.45, 0.74, 3.89], [4.05, -1.01, -1.02], [0.76, 0.79, 1.24], [0.90, 0.73, 2.62], [0.92, -0.25, 2.60], [-1.21, -0.88, 0.11], [-1.11, 2.65, 1.08], [-2.40, 1.76, -1.47], [0.17, -0.46, -2.50], [1.00, -0.33, 0.09], [-2.97, -0.51, 0.96], [-0.58, -0.69, -0.23], [0.77, 0.60, 0.46], [-1.97, 1.58, -0.36], [-2.25, -1.43, 0.32], [0.35, 0.97, -1.56], [1.12, -0.43, 0.58], [-1.80, -1.89, -1.26], [-1.69, -1.23, -0.92], [-0.18, 0.08, -0.74], [-0.61, -0.43, -0.55], [0.69, 1.28, -0.61], [2.91, -2.64, -1.34], [0.41, -0.67, -0.49], [-0.21, 0.54, 0.37]], "de_lowest_kcal_mol": 21.95, "homo_ev": [-12.149, -12.144], "total_charge": 1, "lumo_energy_ev": [-4.746, -4.745]}



No. 4
{"formula": "C4H6ClN", "method": "ωB97M-V with the def2-TZVPD basis set", "species": ["C", "C", "C", "Cl", "C", "N", "H", "H", "H", "H", "H", "H"], "xyz": [[-1.716, -0.145, -1.330], [-1.429, 0.253, 0.123], [0.004, 0.208, 0.676], [0.703, -1.440, 0.437], [0.801, 1.286, 0.044], [1.598, 2.092, -0.306], [-0.968, 0.352, -1.872], [-1.677, -1.249, -1.521], [-2.789, -0.080, -1.629], [-2.033, -0.273, 0.855], [-1.791, 1.235, 0.092], [0.162, 0.237, 1.715]], "atomic_forces_ev_per_a": [[-0.92, -3.14, 1.00], [-0.77, -1.28, 0.68], [-0.13, -0.11, -2.51], [0.23, 0.01, -0.54], [3.69, 2.10, -0.69], [-3.23, -2.80, 1.05], [0.39, 0.70, -1.67], [0.96, 0.68, 0.37], [0.87, 1.33, 0.29], [-0.29, -0.26, -0.12], [-0.17, 1.89, 0.78], [-0.64, 0.87, 1.37]], "de_lowest_kcal_mol": 17.71, "homo_ev": -11.402, "smiles": "CC[C@@H](Cl)C#N", "total_charge": 0, "lumo_energy_ev": 0.674}



No. 5
{"formula": "C4H6Cl2O2", "method": "ωB97M-V with the def2-TZVPD basis set", "species": ["C", "C", "C", "C", "O", "O", "Cl", "Cl", "H", "H", "H", "H", "H", "H"], "xyz": [[-0.176, -0.390, 1.854], [0.214, 0.558, 0.960], [-1.522, -1.138, 1.743], [2.232, 1.590, -2.588], [-1.257, -2.283, 1.013], [0.993, 1.512, -2.783], [-0.915, 1.204, -0.142], [3.250, 1.449, -3.991], [0.574, -0.855, 2.540], [1.214, 0.951, 0.889], [-2.351, -0.485, 1.418], [-1.697, -1.500, 2.682], [-1.331, -1.826, 0.091], [0.772, 1.213, -3.685]], "atomic_forces_ev_per_a": [[0.53, 0.72, -1.31], [-0.38, -1.81, 2.19], [1.76, 2.08, 0.63], [1.71, 0.73, 2.08], [-0.91, 1.07, -4.33], [-0.99, -0.62, -0.97], [-0.38, 0.44, -0.68], [-0.31, -0.28, -0.70], [-0.64, 0.62, -0.68], [0.09, 0.17, -0.03], [0.34, -0.48, -0.15], [-1.04, -0.57, 2.73], [0.60, -2.23, 1.66], [-0.37, 0.17, -0.46]], "de_lowest_kcal_mol": 69.13, "homo_ev": -9.355, "total_charge": 0, "lumo_energy_ev": 0.444}



No. 6
{"formula": "C4H5NS", "method": "ωB97M-V with the def2-TZVPD basis set", "species": ["C", "C", "C", "C", "H", "H", "H", "H", "H", "N", "S"], "xyz": [[0.848, 0.117, -0.473], [0.099, 1.047, 0.385], [-0.670, 0.296, -0.532], [-1.493, -0.820, -0.089], [1.838, -1.684, 1.635], [1.126, 0.554, -1.463], [0.344, 0.777, 1.601], [0.229, 2.126, 0.428], [-1.239, 0.904, -1.313], [-2.299, -1.715, 0.020], [1.217, -1.601, -0.198]], "atomic_forces_ev_per_a": [[-0.49, 0.27, -3.22], [3.08, 0.79, 7.06], [-3.77, -0.29, -0.94], [-4.47, -4.25, -0.06], [-1.21, 0.45, -3.85], [1.04, -0.59, 1.10], [-1.57, 0.18, -3.40], [-0.04, -0.17, -1.06], [1.25, -1.02, 0.76], [4.17, 4.58, -0.27], [2.00, 0.04, 3.87]], "de_lowest_kcal_mol": 107.35, "homo_ev": -9.360, "total_charge": 0, "lumo_energy_ev": -0.893}



Per-record E, Eh: -265.8735 -5874.3798 -1211.6854 -670.9204 -1226.7363 -608.1796